{"formula": "CCl2FN", "method": "ωB97M-V/def2-TZVPD", "e_tot_ev": -30286.9467, "de_lowest_kcal_mol": 0.00, "homo_ev": -11.117, "smiles": "FN=C(Cl)Cl", "max_force_ha_per_bohr": 0.0213, "symbols": ["C", "N", "F", "Cl", "Cl"], "coordinates": [[-0.342, 0.002, 0.000], [0.629, 0.802, 0.000], [1.878, 0.235, 0.000], [-1.892, 0.681, 0.000], [-0.273, -1.720, 0.000]], "forces_ev_per_angstrom": [[0.400, -1.022, 0.000], [0.095, 1.078, 0.000], [-0.326, -0.600, 0.000], [-0.354, 0.191, 0.000], [0.184, 0.353, 0.000]], "nbo_charge": [0.081, -0.036, -0.215, 0.106, 0.063]}